# C10H24CoIO3P2

C10H24CoIO3P2 as an isolated structure in a non-equilibrium geometry (wB97M-V/def2-TZVPD, the Open Molecules 2025 dataset).

```
41
Properties=species:S:1:pos:R:3
C 0.626 -0.171 -2.522
I -2.768 0.323 -2.021
H 1.703 -0.207 -2.275
H 0.419 0.692 -3.173
H 0.317 -1.066 -3.083
Co -0.608 -0.131 -1.074
P 0.193 1.829 -0.656
C -1.151 3.091 -0.657
C 1.149 2.289 0.821
H 1.733 3.192 0.608
H 1.683 3.591 -1.472
H 1.828 1.469 1.065
H 2.256 1.961 -1.952
H -1.861 2.842 0.138
H 0.489 2.479 1.671
C 1.369 2.606 -1.857
H -0.725 4.085 -0.479
H 0.904 2.740 -2.843
H -1.672 3.070 -1.620
P 0.208 -2.043 -0.502
C -1.066 -3.337 -0.404
C 1.431 -2.862 -1.606
H 1.969 -1.540 1.035
H 1.565 -3.299 1.015
H 0.503 -2.120 1.887
C 1.159 -2.278 1.027
H 2.354 -2.266 -1.627
H 1.635 -3.853 -1.174
H -0.579 -4.253 -0.052
H -1.490 -3.484 -1.403
H 1.030 -2.974 -2.621
H -1.850 -3.019 0.288
C -1.833 -0.326 0.694
O -2.636 -1.223 0.884
C -1.351 0.732 4.041
C -0.911 0.422 2.662
O -1.848 0.738 1.692
O 0.174 -0.050 2.377
H -2.059 1.559 4.053
H -0.473 0.955 4.648
H -1.815 -0.164 4.468
```

Frontier orbital gap (spin up / spin down) ... 8.0 / 5.8 eV
E_LUMO (spin up / spin down) ... -0.310 / -0.397 Eh
Calculated total energy ... -81187.203 eV
<S²> ... 6.033
E_HOMO (spin up / spin down) ... -16.409 / -16.586 eV
Multiplicity ... 5
Net charge ... +2
Energy relative to the best compared isomer or geometry (same formula, charge and spin) ... 30.8 kcal/mol

# C5H7NO

A 2-piece molecular cluster, C5H7NO overall (wB97M-V/def2-TZVPD, the Open Molecules 2025 dataset).

```
14
Properties=species:S:1:pos:R:3
C 2.111 0.447 0.800
N 1.506 -0.678 0.745
C 0.247 -0.634 0.187
O -0.463 -1.763 0.095
C -1.488 -0.915 -0.522
C -1.949 0.221 0.318
C -0.610 0.309 -0.407
H 1.672 1.383 0.441
H 3.113 0.477 1.226
H 1.757 1.724 -1.940
H -1.963 -1.338 -1.398
H -1.981 0.136 1.404
H -2.771 0.789 -0.116
H 1.056 1.516 -1.772
```

Frontier orbital gap (spin up / spin down) ... 7.8 / 7.8 eV
E_LUMO (spin up / spin down) ... -0.021 / -0.021 Eh
Calculated total energy ... -8829.786 eV
E_HOMO (spin up / spin down) ... -8.376 / -8.374 eV
Energy relative to the best compared isomer or geometry (same formula, charge and spin) ... 148.0 kcal/mol

# C22H19F5OReS4SbSeSi

C22H19F5OReS4SbSeSi as an isolated structure (wB97M-V/def2-TZVPD, the Open Molecules 2025 dataset).

```
55
Properties=species:S:1:pos:R:3
Re -0.135 0.479 0.148
S -0.319 1.276 -4.939
Sb 0.481 0.064 -3.230
S 1.223 1.486 -1.345
S -1.292 -0.431 -1.495
S 1.760 -1.771 -3.442
F -5.033 0.529 4.923
C -4.120 0.989 4.066
C -2.869 1.362 4.520
F -2.582 1.275 5.822
C -1.929 1.825 3.616
F -0.736 2.178 4.098
C -2.201 1.926 2.260
Se -0.857 2.567 1.029
C -3.465 1.545 1.834
F -3.797 1.612 0.545
C -4.420 1.078 2.720
F -5.626 0.694 2.287
C 2.248 -3.271 4.202
C 2.019 -2.762 2.776
C 1.294 -3.832 1.952
C 3.365 -2.432 2.120
Si 0.971 -1.203 2.797
O 0.786 -0.740 1.219
C -0.757 -1.565 3.449
C -1.802 -1.736 2.536
C -3.086 -2.060 2.954
C -3.353 -2.226 4.306
C -2.332 -2.063 5.232
C -1.052 -1.739 4.805
C 1.819 0.212 3.686
C 2.422 1.216 2.923
C 3.057 2.293 3.525
C 3.109 2.385 4.907
C 2.527 1.394 5.685
C 1.892 0.322 5.077
H 2.874 -4.169 4.183
H 1.307 -3.537 4.691
H 2.760 -2.528 4.819
H 1.901 -4.743 1.909
H 1.122 -3.498 0.927
H 0.329 -4.095 2.393
H 3.986 -3.334 2.070
H 3.915 -1.678 2.689
H 3.233 -2.062 1.102
H -1.614 -1.639 1.470
H -3.875 -2.184 2.223
H -4.354 -2.473 4.636
H -2.534 -2.183 6.289
H -0.275 -1.622 5.551
H 2.392 1.165 1.840
H 3.506 3.063 2.910
H 3.599 3.229 5.378
H 2.563 1.459 6.766
H 1.443 -0.434 5.711
```

Frontier orbital gap (spin up / spin down) ... 6.9 / 6.4 eV
E_LUMO (spin up / spin down) ... 0.073 / 0.058 Eh
Calculated total energy ... -163996.284 eV
<S²> ... 0.757
E_HOMO (spin up / spin down) ... -4.880 / -4.849 eV
Multiplicity ... 2
Net charge ... -1
Energy relative to the best compared isomer or geometry (same formula, charge and spin) ... 1.1 kcal/mol